Record 1
# C29H54BClF3IN6O5P

A cluster of 5 separate species, C29H54BClF3IN6O5P in total in a non-equilibrium geometry (ωB97M-V/def2-TZVPD, the OMol25 dataset).

Each line ends with the Mulliken charge.
Cartesian coordinates (Å):
C 5.207 -2.119 -0.821  -1.082
P 4.517 -0.525 -1.707  1.148
C 3.804 0.952 -2.706  0.155
C 4.154 0.931 -4.307  -0.249
O 3.327 0.593 -5.301  -0.537
B 5.275 -1.382 -3.262  0.899
N 6.720 -1.290 -3.716  -0.770
O 4.386 -2.267 -4.096  -0.614
C 6.019 0.555 -1.237  0.503
F 7.148 -0.165 -0.605  -0.324
F 6.581 1.379 -2.330  -0.299
F 5.539 1.541 -0.197  -0.290
O 3.804 0.202 -0.266  -0.779
C 2.402 -0.159 0.055  0.488
O 2.563 -0.579 1.487  -0.504
C 1.654 1.295 -0.026  -0.674
C 0.425 1.521 1.028  -0.783
C -1.084 1.506 0.324  0.000
Cl -2.081 0.265 1.301  -0.225
C 1.955 -1.352 -1.029  0.787
C 1.893 -2.748 -0.107  -1.218
N 0.633 -2.841 0.739  -0.367
C 0.415 -1.315 -1.591  -0.227
C 0.182 -0.492 -2.983  -0.589
C 0.765 -1.268 -4.337  -0.626
I -0.263 -3.155 -4.784  -0.096
O 3.078 -1.523 -2.008  -0.399
H 6.256 -2.458 -1.280  0.266
H 5.224 -2.019 0.345  0.130
H 4.456 -2.982 -1.163  0.150
H 4.105 2.017 -2.260  0.399
H 2.640 0.886 -2.609  -0.439
H 5.240 1.301 -4.636  0.228
H 6.907 -0.366 -4.191  0.313
H 7.375 -1.366 -2.881  0.319
H 4.899 -3.151 -4.081  0.227
H 3.505 -0.353 1.788  0.320
H 2.498 2.114 0.176  0.442
H 1.225 1.566 -1.101  0.119
H 0.547 2.631 1.450  0.209
H 0.421 0.822 1.964  0.381
H -1.017 1.273 -0.822  0.205
H -1.576 2.575 0.453  0.010
H 2.887 -2.957 0.473  0.206
H 1.801 -3.623 -0.914  0.298
H 0.054 -3.657 0.398  0.245
H 0.871 -3.029 1.758  0.254
H 0.122 -2.450 -1.821  0.422
H -0.378 -0.948 -0.800  -0.235
H -1.000 -0.460 -3.152  0.268
H 0.502 0.651 -2.942  0.335
H 0.507 -0.532 -5.241  0.421
H 1.927 -1.389 -4.343  0.081
C -6.116 -1.202 3.663  -1.265
C -6.961 -1.891 2.597  -0.156
C -6.324 -3.180 2.074  -0.435
C -4.977 -2.868 1.443  0.279
N -3.860 -2.609 0.920  -0.521
H -5.144 -0.889 3.269  0.265
H -6.623 -0.303 4.028  0.363
H -5.943 -1.867 4.518  0.336
H -7.123 -1.193 1.767  0.016
H -7.945 -2.124 3.019  0.352
H -6.974 -3.643 1.324  0.341
H -6.183 -3.898 2.889  0.413
C -7.890 -1.362 -3.356  -1.148
C -7.525 -0.231 -2.400  -0.521
C -6.872 -0.729 -1.110  -0.369
C -7.832 -1.647 -0.370  0.362
N -8.628 -2.408 0.244  -0.635
H -8.629 -2.039 -2.917  0.357
H -8.326 -0.957 -4.275  0.340
H -7.004 -1.947 -3.628  0.292
H -8.431 0.339 -2.162  0.297
H -6.837 0.455 -2.908  0.344
H -6.617 0.119 -0.466  0.390
H -5.949 -1.276 -1.332  0.317
C 6.251 -1.172 6.100  -1.118
C 5.077 -0.214 5.926  -0.431
C 3.786 -0.923 5.514  -0.347
C 3.989 -1.627 4.183  0.386
N 4.157 -2.212 3.078  -0.585
H 6.501 -1.679 5.163  0.347
H 7.143 -0.626 6.422  0.328
H 6.026 -1.934 6.856  0.288
H 5.343 0.540 5.175  0.295
H 4.909 0.317 6.869  0.318
H 2.973 -0.196 5.416  0.244
H 3.493 -1.659 6.271  0.332
C -2.887 7.668 0.979  -1.202
C -2.043 6.467 0.566  -0.394
C -2.704 5.620 -0.523  -0.265
C -4.032 5.080 -0.017  0.233
N -5.134 4.632 0.402  -0.514
H -3.844 7.360 1.412  0.351
H -2.363 8.259 1.737  0.346
H -3.091 8.318 0.120  0.301
H -1.849 5.849 1.452  0.257
H -1.072 6.823 0.203  0.357
H -2.054 4.781 -0.792  0.206
H -2.878 6.219 -1.423  0.348

## Properties
2S+1: 1
total charge: -1
frontier orbital gap: 0.2486 hartree
LUMO: 2.0 eV

Record 2
# C3H6N2O2

A structure of composition C3H6N2O2 in a non-equilibrium geometry (ωB97M-V/def2-TZVPD, the OMol25 dataset).

Each line ends with the Mulliken charge.
Cartesian coordinates (Å):
C 0.445 1.070 -1.048  -1.140
C 0.650 0.489 0.345  0.763
O -0.118 1.193 1.244  -0.468
O 1.850 0.207 0.756  -0.684
H 0.289 1.017 2.110  0.358
H 0.878 0.404 -1.792  0.349
H -0.610 1.242 -1.264  0.357
H 0.973 2.026 -1.066  0.303
N -1.416 -1.447 0.049  -0.430
C -0.096 -1.253 0.164  0.454
N 0.978 -1.825 0.087  -0.358
H -2.024 -0.742 0.447  0.242
H -1.800 -2.380 -0.033  0.254

## Properties
2S+1: 1
total charge: 0
frontier orbital gap (spin up / spin down): 0.2939 / 0.2943 hartree
LUMO (spin up / spin down): -1.2 / -1.2 eV

Record 3
# C3H2FNO2

An isolated molecule of C3H2FNO2 in a non-equilibrium geometry (ωB97M-V/def2-TZVPD, the OMol25 dataset).

Each line ends with the Mulliken charge.
Cartesian coordinates (Å):
O -2.005 -0.556 0.041  -0.497
C -0.720 -0.120 -0.087  0.561
C -0.214 1.116 -0.106  -0.329
O 1.173 0.999 0.093  -0.254
C 1.360 -0.294 0.074  0.545
F 2.586 -0.708 -0.046  -0.206
N 0.281 -1.070 -0.057  -0.556
H -1.890 -1.517 0.178  0.377
H -0.572 2.150 -0.091  0.359

## Properties
2S+1: 1
total charge: 0
SMILES string: Oc1coc(F)n1
frontier orbital gap: 0.3678 hartree
LUMO: 0.8 eV